The following is a quantum chemistry calculation of a cluster of 8 separate species, C24H68N4O8 in total at a distorted geometry, from OMol25.

The geometry in ORCA input format:
```
! RIJCOSX wB97M-V def2-TZVPD def2/J DEFGRID3
* xyz 0 1
H 0.2289 0.4685 4.0429
H 1.3439 0.8017 2.7252
H 3.3649 2.2791 -0.1849
H 6.6138 4.0591 3.5069
H 2.0843 -1.7760 0.0115
H 1.6012 5.2352 0.9646
N 5.6382 5.2736 1.2092
H 2.0729 -4.2196 -0.1566
H 0.5504 -2.2399 0.7251
H -5.2788 -0.8619 -1.8614
N -0.9525 -1.8394 -3.3261
N -2.3956 0.2731 1.4893
H 7.6623 4.2034 2.0655
H 7.0802 2.5983 2.6888
C 2.2009 -1.9740 -2.8069
C 0.4450 0.9515 -0.5601
H -2.2090 -5.2264 -4.5923
H 1.3429 -2.1319 2.6884
C -2.6180 -2.1545 1.3849
H 1.6511 -1.4408 -2.0313
H 0.5666 4.3973 -0.3095
H 3.5184 -0.4625 -3.0145
H -3.3867 -2.4221 -2.4787
H 1.6650 -4.5396 1.4821
O -0.0033 2.3727 3.1075
H -4.4320 0.4262 2.8982
H -0.9529 -3.6809 -3.9507
O 1.6469 -1.8499 -4.0959
C -0.1141 4.2982 1.6421
C -3.2875 -5.1145 -4.4810
H 4.2504 -2.0695 -3.4528
C 0.7232 3.2968 2.3132
H -1.5035 -2.9695 -1.0170
H 0.1504 5.9688 0.2581
O -2.6161 -3.2518 2.2885
H 1.4163 1.7466 4.2616
O -4.9825 1.0827 -0.0898
H 3.9166 -1.5963 -1.6916
C 0.6033 5.0301 0.5772
C -2.7985 -0.8850 2.2692
C -2.2520 -4.4440 1.5976
H 1.0502 0.1447 -0.9734
C -5.6324 1.2590 -1.3738
H 5.0052 5.3830 0.4297
H 6.0083 3.3739 0.4851
H -1.1782 -4.6230 1.5421
H -4.0082 0.2876 -2.4640
H -1.2863 -1.3683 -4.1548
H 1.4244 2.7506 1.6823
H 0.7159 -1.8626 -3.8620
H 3.1906 -3.7412 1.1055
C -4.1638 -0.6223 2.7681
H -5.1534 1.8647 0.4402
C 5.7399 3.8623 1.4218
H -1.8339 0.0098 -0.1916
H -5.4307 2.2673 -1.7355
H -5.4805 0.1439 -3.2615
H 0.0893 5.6051 3.1718
H -4.9094 -1.1964 2.2180
H -1.3521 1.9578 -1.0561
H -3.6447 -4.5681 -5.3539
C 3.6406 -1.5110 -2.7426
H 0.2764 0.7307 0.4939
H -1.6598 -2.0966 0.8685
H 3.5139 0.5562 0.2517
H -3.2091 0.4027 0.9049
H -0.0661 -3.8271 -1.5307
H -4.2375 -0.8685 3.8274
H -3.4665 -2.1433 0.7008
H -3.3353 -2.5814 -4.2349
H -2.8167 -5.2583 2.0516
C 6.8429 3.6492 2.5233
C 4.3678 3.3837 1.8285
C 0.7702 1.2629 3.5291
H 4.1387 3.6547 2.8591
H -2.3367 1.1123 2.0482
H -2.6315 -4.4554 0.5759
O -1.5349 -0.1146 -1.0953
H 1.0420 1.8625 -0.6029
H 1.3661 3.8556 2.9934
H 3.6083 3.8880 1.2310
C -0.7925 1.0733 -1.3604
H -0.8815 3.7526 1.0930
H 6.5099 5.6521 0.8673
H -1.1445 -1.1526 -2.6109
N -0.6731 5.1740 2.6687
H 4.9201 1.6348 -0.2910
C -1.1256 -3.6870 -1.7454
C 4.0016 1.5305 0.2865
C -2.9873 -3.0185 -3.2990
H -2.1586 -0.9702 3.1475
H -3.6422 -6.1449 -4.5051
H -1.2124 4.5728 3.2752
H -6.7083 1.1850 -1.2155
O 4.2546 1.9802 1.6349
C -5.0663 0.1328 -2.2533
H -1.6260 -4.6309 -1.5294
O -3.5825 -4.3447 -3.2803
O 1.9627 -1.7094 2.0892
H -0.5306 1.2022 -2.4106
H 2.1937 -3.0203 -2.5013
C 1.6312 -2.3306 0.8332
C -1.4542 -3.1332 -3.1527
C 2.1337 -3.7907 0.8436
*
```

For the max |F|, the calculation gives 3.4 eV/Å. For the LUMO energy, the calculation gives 0.428 eV. The total energy comes out at -48326.4090 eV.